C17H37F5NO6 | ωB97M-V/def2-TZVPD

## Properties
energy	-45581.8034	eV
gap between HOMO and LUMO	0.2407	Ha
highest occupied orbital energy	-10.21	eV
lowest unoccupied orbital energy	-3.658	eV

```
! RIJCOSX wB97M-V def2-TZVPD def2/J DEFGRID3
* xyz 1 1
N -5.69558 6.25399 -1.24085
C -5.44206 4.91329 -0.60084
C -4.72608 5.05910 0.75588
C -3.41157 4.28573 0.85089
C -2.36805 4.60209 -0.20218
F -2.63587 3.97640 -1.37099
F -1.17192 4.14285 0.23661
C -2.16465 6.11887 -0.51894
F -2.98109 6.48053 -1.55105
F -0.89649 6.37092 -0.87825
F -2.48096 6.88570 0.53837
H -5.88033 6.16611 -2.23962
H -6.52081 6.68281 -0.82422
H -4.92364 6.90090 -1.08626
H -4.89303 4.28602 -1.28808
H -6.41104 4.45529 -0.46161
H -4.61735 6.10535 1.02051
H -5.38700 4.65397 1.51235
H -2.95865 4.36843 1.82838
H -3.64780 3.23214 0.72528
C 1.87170 1.48432 0.61966
O 1.42538 0.86146 1.80450
C 0.31676 1.49299 2.41485
C -0.71503 0.49933 2.90447
O -1.44472 -0.15855 1.88129
C -0.78804 -1.15208 1.10567
C -0.45199 -2.43520 1.83321
O 0.61501 -2.25601 2.74639
C 0.46575 -2.96542 3.95851
H 2.46628 2.37755 0.83972
H 2.49808 0.77059 0.08644
H 1.03307 1.75691 -0.03143
H -0.16172 2.19582 1.72337
H 0.68134 2.06005 3.28216
H -1.46743 1.07184 3.45519
H -0.27919 -0.21023 3.60837
H 0.08991 -0.74379 0.60374
H -1.50750 -1.41042 0.32394
H -0.14372 -3.18021 1.08716
H -1.34558 -2.80999 2.34331
H -0.54579 -2.85669 4.36471
H 1.17320 -2.54757 4.67351
H 0.69225 -4.02818 3.82544
C 1.14161 -1.87895 -1.94494
O 2.47254 -2.33036 -1.89907
C 2.95635 -2.56424 -0.58282
C 3.74952 -3.84805 -0.48316
O 2.98464 -5.03704 -0.58862
C 2.46377 -5.41901 -1.85122
C 3.48744 -5.88797 -2.86162
O 4.26747 -4.81586 -3.36279
C 5.63045 -5.13083 -3.54604
H 1.08024 -0.81289 -1.69217
H 0.77051 -2.02105 -2.95963
H 0.50229 -2.45165 -1.26372
H 2.13397 -2.59234 0.14035
H 3.62007 -1.73328 -0.31070
H 4.16721 -3.87850 0.52609
H 4.59107 -3.84924 -1.17758
H 1.82487 -4.64089 -2.27322
H 1.82230 -6.27630 -1.63286
H 2.95240 -6.34761 -3.70285
H 4.12448 -6.65053 -2.40164
H 6.03818 -5.66776 -2.68282
H 6.17337 -4.19298 -3.65772
H 5.78118 -5.72971 -4.45080
*
```

=====

C3H4N2O | ωB97M-V/def2-TZVPD

## Properties
energy	-8202.1554	eV
gap between HOMO and LUMO	0.4268	Ha
highest occupied orbital energy	-10.95	eV
structure (SMILES)	[H]/N=C/OCC#N
lowest unoccupied orbital energy	0.668	eV
energy above the lowest of the compared OMol25 structures with the same formula, charge and spin	39.89	kcal/mol

```
! RIJCOSX wB97M-V def2-TZVPD def2/J DEFGRID3
* xyz 0 1
H 2.83173 -0.54077 0.75609
N 2.38357 -0.18788 -0.08565
C 1.13962 -0.18547 0.09032
O 0.32502 0.19390 -0.92823
C -0.96105 0.60476 -0.52324
C -1.70165 -0.46430 0.18932
N -2.23393 -1.28634 0.80205
H 0.60721 -0.49348 1.00112
H -1.48287 0.87922 -1.44218
H -0.90764 1.48034 0.14040
*
```

=====

C3H2ClIO | ωB97M-V/def2-TZVPD

## Properties
energy	-25809.9639	eV
gap between HOMO and LUMO	0.3064	Ha
highest occupied orbital energy	-9.24	eV
lowest unoccupied orbital energy	-0.904	eV
energy above the lowest of the compared OMol25 structures with the same formula, charge and spin	70.94	kcal/mol

```
! RIJCOSX wB97M-V def2-TZVPD def2/J DEFGRID3
* xyz 0 1
C 1.46577 0.49051 -0.35889
C 0.28747 -0.06362 0.01448
C -1.89827 -0.07187 0.45320
O -2.26604 -0.54507 1.45440
Cl -2.72811 0.58225 -0.86706
I 3.18676 -0.78131 -0.34356
H 1.69363 1.51181 -0.58806
H 0.25879 -1.12271 0.23549
*
```

=====

C5H17N2O | ωB97M-V/def2-TZVPD

## Properties
energy	-10482.5191	eV
gap between HOMO and LUMO (alpha / beta)	0.1898 / 0.3141	Ha
highest occupied orbital energy (alpha / beta)	-4.66 / -8.06	eV
lowest unoccupied orbital energy (alpha / beta)	0.501 / 0.487	eV
energy above the lowest of the compared OMol25 structures with the same formula, charge and spin	87.10	kcal/mol

```
! RIJCOSX wB97M-V def2-TZVPD def2/J DEFGRID3
* xyz 0 2
N 2.78261 -0.81695 0.13642
C 2.17065 0.50414 0.51704
C 1.36563 0.32936 -0.70975
N -0.69917 0.20363 -0.34556
C -0.94434 1.23796 0.63600
C -2.27469 1.07376 1.32515
C -1.40605 0.25349 -1.64630
H -0.43281 -3.52087 -0.51831
H 2.49341 -1.46857 0.87088
H 3.77403 -0.61908 0.21476
H 2.78480 1.41344 0.50329
H 1.66470 0.50873 1.50132
H 0.91877 1.21315 -1.15168
H 1.53834 -0.38093 -1.51276
H -0.23457 1.39667 1.42222
H -1.05882 2.22755 0.11128
H -2.51405 1.89746 1.95447
H -2.27508 0.10757 1.86768
H -3.16514 1.05757 0.59007
H -1.42175 1.24431 -2.11494
H -1.00425 -0.53593 -2.38028
H -2.47929 -0.18609 -1.66357
H 0.76711 -3.47852 0.56880
H -0.65269 -0.75187 -0.04262
O 0.30264 -2.90997 -0.13359
*
```

=====

C32H57Br4FN3O6Si | ωB97M-V/def2-TZVPD

## Properties
energy	-341614.3822	eV
gap between HOMO and LUMO	0.2633	Ha
highest occupied orbital energy	-11.62	eV
lowest unoccupied orbital energy	-4.455	eV

```
! RIJCOSX wB97M-V def2-TZVPD def2/J DEFGRID3
* xyz 1 1
C 5.59587 0.47810 -0.10679
C 4.30751 -0.46586 0.10894
O 3.53005 -0.46408 -1.11864
C 2.44588 0.49963 -1.06042
C 1.15323 -0.02553 -0.28434
C 0.52755 -1.35295 -0.85381
C 1.13045 -2.09755 -2.15943
C 0.93398 -1.23466 -3.51833
C 2.21395 -1.46978 -4.46021
N 2.91623 -0.21896 -4.88596
C -0.72036 -2.00370 -0.16098
C -1.40527 -3.36480 -0.62478
O -2.55582 -3.29851 -1.14822
O -0.82299 -4.65333 -0.55374
C -0.00093 -4.83168 0.63099
C 1.58559 -4.94125 0.30084
C 2.15362 -5.45330 -1.11770
N 2.51356 -4.64776 1.20769
C -1.29844 -1.25417 1.06977
C -2.59956 -1.88552 1.80657
C -2.07713 -2.84634 2.98458
C -3.05480 -2.95236 4.25591
F -4.09641 -1.96265 4.29933
C -0.62357 0.08381 1.56094
C -1.34021 0.78683 2.80653
C -2.66435 1.62772 2.41506
C -2.90254 1.80740 0.84468
O -3.59345 0.69231 0.21390
C -4.04138 1.08366 -1.10501
C -3.06070 1.21402 -2.36835
O -5.26319 1.32126 -1.32076
N 0.54676 0.63604 0.87718
C 1.17432 1.91401 1.31838
C 0.82847 3.12471 0.27501
O 0.61122 4.37536 0.96630
Si 2.08222 5.27476 1.21011
C 3.15593 4.51310 2.61597
C 3.09339 5.55006 -0.43013
C 1.60386 7.06550 1.79241
H 5.59509 0.86504 -1.19615
H 5.56338 1.33665 0.64375
H 6.56623 -0.14501 -0.02108
H 4.71494 -1.54360 0.22452
H 3.70971 -0.25416 1.05924
H 2.89295 1.47507 -0.67554
H 2.15395 0.69790 -2.16296
H 0.59740 -3.10677 -2.35670
H 2.23440 -2.38977 -1.97320
H 0.65810 -0.14132 -3.34212
H 0.03211 -1.70360 -4.07162
H 1.84811 -1.99747 -5.42486
H 2.97478 -2.20205 -3.98820
H 2.19521 0.50277 -5.02692
H 3.35885 -0.39591 -5.81018
H -0.27942 -5.87245 1.05889
H -0.19416 -4.08713 1.47296
H 3.16401 -5.98747 -0.93742
H 2.40656 -4.57221 -1.82078
H 1.47493 -6.23450 -1.60765
H 2.05789 -4.36099 2.09203
H -3.27566 -2.45943 1.09155
H -3.22752 -0.99022 2.18317
H -1.04003 -2.54370 3.35822
H -2.01984 -3.91112 2.53217
H -3.44672 -4.02751 4.34991
H -2.40223 -2.77704 5.19440
H -1.69874 -0.04856 3.52348
H -0.66348 1.45659 3.43229
H -2.71054 2.66136 2.92818
H -3.58736 1.05922 2.82396
H -3.59043 2.73372 0.72203
H -1.96510 2.03307 0.23026
H -3.62643 1.16818 -3.37256
H -2.56284 2.25035 -2.32886
H -2.24830 0.40149 -2.35756
H 0.90495 2.25217 2.37029
H 2.32165 1.76055 1.31884
H 1.65052 3.18752 -0.54056
H -0.14657 2.91072 -0.31507
H 3.32697 3.41097 2.33548
H 4.13167 5.11845 2.67317
H 2.61083 4.59957 3.63367
H 3.41002 6.64243 -0.50065
H 2.40818 5.26290 -1.31927
H 3.97620 4.81304 -0.36086
H 2.55619 7.69332 1.58422
H 0.78235 7.52351 1.13041
H 1.38305 7.12007 2.91101
Br -2.34109 5.07348 -2.48471
C -2.09902 5.57195 -0.61504
C -2.19031 7.06593 -0.43034
Br -0.55833 7.95158 -1.02195
H -1.14426 5.15537 -0.29532
H -2.90802 5.06908 -0.08035
H -2.28235 7.31560 0.62839
H -3.01536 7.52002 -0.97912
Br -5.04431 -9.38934 -1.17352
C -4.27167 -7.85311 -0.25626
C -3.43927 -7.01561 -1.19566
Br -1.71234 -7.84984 -1.54492
H -3.70814 -8.23964 0.59264
H -5.12731 -7.28225 0.11047
H -3.20246 -6.05080 -0.74252
H -3.91418 -6.85058 -2.16261
*
```

=====

C20H18N4O4S | ωB97M-V/def2-TZVPD

## Properties
energy	-46019.4643	eV
gap between HOMO and LUMO	0.2837	Ha
highest occupied orbital energy	-7.85	eV
structure (SMILES)	CCOC(=O)c1c(N)n(CCOC(=O)c2cccs2)c2nc3ccccc3nc12
lowest unoccupied orbital energy	-0.128	eV
energy above the lowest of the compared OMol25 structures with the same formula, charge and spin	2.78	kcal/mol

```
! RIJCOSX wB97M-V def2-TZVPD def2/J DEFGRID3
* xyz 0 1
C 2.29929 4.66000 0.99964
C 2.50328 3.56408 -0.03647
O 1.31341 2.80725 -0.24085
C 1.08673 1.78883 0.64871
O 1.86308 1.53306 1.53423
C -0.12515 1.05971 0.34299
C -0.94186 1.19312 -0.78261
N -0.91606 2.17572 -1.71011
N -1.90967 0.21599 -0.79288
C -2.73932 -0.18727 -1.89739
C -2.16918 -1.47845 -2.54524
O -0.77933 -1.60161 -2.29432
C 0.01250 -0.63203 -2.78759
O -0.36005 0.17678 -3.61285
C 1.31571 -0.63053 -2.15367
C 2.33537 0.26914 -2.35657
C 3.39613 0.08419 -1.45954
C 3.16742 -0.93997 -0.58704
S 1.66373 -1.70621 -0.84161
C -1.71801 -0.59221 0.30149
N -2.41190 -1.64939 0.60636
C -2.00349 -2.26854 1.74464
C -2.68244 -3.42254 2.17561
C -2.28679 -4.06754 3.31477
C -1.20100 -3.58971 4.06680
C -0.52040 -2.47115 3.67515
C -0.90008 -1.77822 2.50762
N -0.20247 -0.67679 2.15368
C -0.60526 -0.08380 1.05861
H 1.47783 5.30985 0.70662
H 3.20659 5.25043 1.09041
H 2.07010 4.21277 1.96343
H 2.74612 3.98529 -1.01544
H 3.29980 2.88542 0.28605
H -1.14657 1.92586 -2.66291
H -0.11407 2.78379 -1.61325
H -2.78711 0.62406 -2.62385
H -3.74277 -0.39751 -1.52161
H -2.36185 -1.47270 -3.62255
H -2.60450 -2.36278 -2.08075
H 2.29768 1.02597 -3.11905
H 4.28746 0.68496 -1.45117
H 3.80394 -1.28098 0.20505
H -3.51442 -3.77288 1.58393
H -2.80975 -4.95320 3.64493
H -0.90808 -4.11714 4.96285
H 0.31542 -2.08310 4.23574
*
```

=====

C15H20N2O4S3 | ωB97M-V/def2-TZVPD

## Properties
energy	-59554.4810	eV
gap between HOMO and LUMO	0.3293	Ha
highest occupied orbital energy	-8.98	eV
structure (SMILES)	CCN(CC)S(=O)(=O)c1ccc(S(=O)(=O)NCc2cccs2)cc1
lowest unoccupied orbital energy	-0.021	eV
energy above the lowest of the compared OMol25 structures with the same formula, charge and spin	0.00	kcal/mol

```
! RIJCOSX wB97M-V def2-TZVPD def2/J DEFGRID3
* xyz 0 1
C 4.81730 1.60324 -0.95004
C 3.78981 0.63577 -1.53014
N 2.91444 0.06405 -0.52784
C 3.43409 -0.95152 0.36462
C 2.94351 -2.34030 -0.03669
S 1.77651 1.06776 0.14548
O 1.50180 2.12370 -0.78401
O 2.09559 1.41969 1.50152
C 0.34594 -0.01553 0.18113
C -0.19964 -0.41557 -1.02462
C -1.37086 -1.15494 -1.02081
C -1.95725 -1.47778 0.18831
S -3.57435 -2.26629 0.19331
O -3.56568 -3.34801 1.12874
O -3.96018 -2.50013 -1.16369
N -4.60208 -1.12075 0.81758
C -4.74880 0.12323 0.09160
C -3.63491 1.09235 0.33137
C -2.76312 1.62857 -0.56440
C -1.79154 2.46830 0.02978
C -1.93895 2.56028 1.37308
S -3.27052 1.63244 1.94219
C -1.38481 -1.12337 1.39493
C -0.21742 -0.37616 1.39046
H 4.29855 2.40574 -0.43148
H 5.47492 1.10139 -0.24377
H 5.42168 2.02730 -1.74764
H 4.27855 -0.18673 -2.05942
H 3.14287 1.17175 -2.22627
H 4.52718 -0.92942 0.35915
H 3.09693 -0.70813 1.37507
H 1.85844 -2.39031 0.00589
H 3.25955 -2.57281 -1.05038
H 3.35579 -3.08655 0.63714
H 0.28222 -0.11639 -1.94123
H -1.85665 -1.47230 -1.92991
H -4.51323 -1.02209 1.81673
H -5.71175 0.56437 0.37277
H -4.78188 -0.15110 -0.96502
H -2.81291 1.43286 -1.62035
H -1.00477 2.95602 -0.51617
H -1.34585 3.11186 2.07395
H -1.85985 -1.42214 2.31639
H 0.25136 -0.04234 2.30267
*
```

=====

C19H27N2O2 | ωB97M-V/def2-TZVPD

## Properties
energy	-27210.4550	eV
gap between HOMO and LUMO	0.3601	Ha
highest occupied orbital energy	-11.76	eV
structure (SMILES)	O[C@@H](CNC[C@@H](c1ccco1)[NH+]1CCCCC1)c1ccccc1
lowest unoccupied orbital energy	-1.962	eV
energy above the lowest of the compared OMol25 structures with the same formula, charge and spin	1.04	kcal/mol

```
! RIJCOSX wB97M-V def2-TZVPD def2/J DEFGRID3
* xyz 1 1
O 1.36518 0.36326 1.00105
C 1.93105 -0.88282 0.61533
C 1.20850 -1.31928 -0.66824
N -0.22089 -1.32640 -0.41724
C -1.12470 -1.29464 -1.54893
C -2.29988 -0.35389 -1.14758
C -3.32233 -1.10047 -0.35981
C -4.68095 -1.15630 -0.47630
C -5.12639 -2.07146 0.50810
C -4.00903 -2.50439 1.14934
O -2.91001 -1.92630 0.63571
N -1.64888 0.75121 -0.37111
C -1.18772 1.84569 -1.24907
C -0.26667 2.78399 -0.48101
C -1.00262 3.36756 0.71940
C -1.52008 2.22365 1.58390
C -2.41268 1.29796 0.76645
C 3.41754 -0.80401 0.36352
C 4.24200 -1.87092 0.69421
C 5.60062 -1.80452 0.44227
C 6.14532 -0.67102 -0.13789
C 5.32771 0.39597 -0.46839
C 3.96795 0.32872 -0.22205
H 1.93848 0.75038 1.67250
H 1.73014 -1.62478 1.40456
H 1.60408 -2.29037 -0.99059
H 1.41984 -0.58415 -1.44888
H -0.47225 -2.05109 0.24559
H -1.52357 -2.27345 -1.83059
H -0.60161 -0.88573 -2.41582
H -2.79500 0.06240 -2.02762
H -5.28918 -0.62301 -1.17718
H -6.13660 -2.36337 0.70213
H -3.86772 -3.19586 1.95557
H -0.78841 0.20806 0.00120
H -0.66164 1.41692 -2.10233
H -2.06541 2.38698 -1.61373
H 0.07137 3.57640 -1.14770
H 0.60411 2.22451 -0.13698
H -0.33193 3.99965 1.29899
H -1.83575 3.98709 0.38270
H -2.09033 2.60888 2.42831
H -0.67614 1.65163 1.97303
H -2.76050 0.47637 1.39173
H -3.28178 1.83721 0.37985
H 3.81908 -2.75343 1.15218
H 6.23499 -2.63745 0.70310
H 7.20554 -0.61917 -0.33047
H 5.74744 1.28168 -0.92013
H 3.32971 1.16213 -0.48112
*
```

=====

C22H30F5N2OP2RhS | ωB97M-V/def2-TZVPD

## Properties
energy	-74321.2195	eV
gap between HOMO and LUMO (alpha / beta)	0.3183 / 0.1722	Ha
highest occupied orbital energy (alpha / beta)	-13.83 / -13.84	eV
lowest unoccupied orbital energy (alpha / beta)	-5.171 / -9.150	eV
energy above the lowest of the compared OMol25 structures with the same formula, charge and spin	18.27	kcal/mol

```
! RIJCOSX wB97M-V def2-TZVPD def2/J DEFGRID3
* xyz 2 5
Rh -1.13087 1.25995 -0.03437
C -3.33533 -1.27177 -1.82671
P -3.08667 -0.05862 -0.49029
C -4.68387 0.81482 -0.39069
C -3.09448 -1.15035 0.99789
C -2.98506 -0.34983 2.29747
P -1.54447 0.81026 2.30191
C -2.17431 2.22463 3.25979
C -0.31190 0.02892 3.38930
H -4.35002 -1.66224 -1.74347
H -2.62716 -2.09301 -1.71986
H -3.20854 -0.81897 -2.80882
H -5.47418 0.09427 -0.17745
H -4.89213 1.29395 -1.34722
H -4.66729 1.57916 0.38561
H -2.26091 -1.85254 0.90168
H -4.01936 -1.73160 0.98296
H -2.88729 -1.02052 3.15229
H -3.88342 0.25419 2.44028
H -2.69283 1.85383 4.14495
H -2.86533 2.80986 2.65333
H -1.35039 2.86295 3.57879
H -0.74077 -0.09251 4.38451
H 0.57486 0.65882 3.45343
H -0.02616 -0.94638 2.99400
F -1.56953 8.98216 -1.34440
C -1.33324 7.74567 -1.02753
C -2.30033 7.00434 -0.34139
F -3.44860 7.55518 -0.01302
C -2.03931 5.69438 -0.01516
F -2.94281 4.98404 0.63916
C -0.81974 5.08623 -0.36016
S -0.43080 3.48038 0.09697
C 0.14671 5.86126 -1.03305
F 1.30208 5.31082 -1.34558
C -0.10823 7.16843 -1.37603
F 0.78841 7.87338 -2.02862
C 3.44667 -5.59565 0.79364
C 2.69384 -5.45949 -0.52821
N 2.71195 -4.08599 -1.04271
C 3.54841 -3.81720 -2.20706
C 5.03561 -4.05165 -1.95558
C 1.88829 -3.20817 -0.44053
O 1.03460 -3.53886 0.37795
C 2.00281 -1.73217 -0.73038
C 3.17860 -1.00933 -0.88693
C 3.10922 0.37490 -0.98636
C 1.88487 1.00200 -0.86388
N 0.75607 0.30690 -0.65820
C 0.81956 -1.02187 -0.60461
H 3.36723 -6.62168 1.15096
H 3.01236 -4.93962 1.54605
H 4.50243 -5.35733 0.66741
H 1.65492 -5.74644 -0.37016
H 3.13121 -6.11016 -1.28305
H 3.37989 -2.79954 -2.55176
H 3.21623 -4.48921 -3.00355
H 5.39672 -3.45349 -1.11710
H 5.59596 -3.77182 -2.84726
H 5.24620 -5.09843 -1.74452
H 4.14315 -1.49964 -0.89070
H 3.99709 0.97426 -1.12772
H 1.81310 2.07956 -0.91044
H -0.09371 -1.57341 -0.41579
*
```